1.
An isolated molecule of C24H39N3OS. Source: the Open Molecules 2025 dataset; level of theory: the ωB97M-V functional and the def2-TZVPD basis.

XYZ file:
```
68
Properties=species:S:1:pos:R:3:forces:R:3
C -3.823801 -5.152236 -1.568864 0.1 -0.1 -0.1
C -3.387412 -4.089505 -0.624955 0.4 0.1 0.1
C -4.156342 -3.255762 0.124940 0.0 -0.2 -0.2
C -3.402091 -2.354107 0.908259 0.5 0.2 0.1
C -2.058395 -2.501120 0.743523 -0.2 -0.5 -0.2
C -0.944143 -1.835827 1.465613 0.0 0.1 0.1
O -0.208897 -2.474843 2.198090 0.1 -0.2 0.1
N -0.800748 -0.502716 1.269479 0.1 0.0 0.2
C 0.230420 0.184042 2.021698 0.1 0.0 0.4
C -0.363249 0.893953 3.246797 0.1 0.0 -0.3
N 0.552700 1.880314 3.785943 -0.1 0.0 0.1
C 1.674336 1.270602 4.482006 0.3 0.1 -0.2
C 2.696972 2.334046 4.869415 -0.1 -0.2 0.2
C 2.049400 3.382147 5.766301 0.1 0.1 -0.3
C 0.831103 3.952744 5.050569 -0.1 -0.2 0.2
C -0.120443 2.826462 4.659536 0.0 0.3 -0.1
C -1.575352 0.268247 0.318620 -0.3 -0.1 -0.6
C -1.267542 -0.081557 -1.144603 0.0 0.4 0.2
C -2.053180 0.825710 -2.089753 0.0 -0.4 0.0
C -1.701929 0.474122 -3.531376 0.1 0.3 0.0
C -0.190249 0.563878 -3.730135 -0.2 -0.2 -0.1
N 0.456670 -0.366231 -2.828189 -0.1 0.0 0.2
C 1.828778 -0.728496 -3.127659 0.1 -0.1 0.0
C 2.840233 0.440691 -3.240107 0.0 -0.1 0.1
C 3.758289 0.060313 -4.398106 -0.1 0.1 -0.1
C 2.815432 -0.636462 -5.374475 0.1 -0.2 0.0
C 1.945719 -1.500428 -4.461747 0.0 0.1 -0.1
C 0.227621 0.026756 -1.454894 -0.3 -0.2 0.1
S -1.699055 -3.786722 -0.360076 -0.6 0.2 0.3
H -3.488148 -6.130882 -1.226592 -0.1 -0.1 0.0
H -3.401914 -4.984009 -2.559041 -0.1 0.0 -0.1
H -4.908549 -5.161359 -1.644175 0.0 0.0 0.0
H -5.231850 -3.280077 0.123123 -0.2 -0.1 0.0
H -3.843879 -1.640493 1.581788 0.0 0.2 0.1
H 0.954315 -0.571751 2.330929 0.0 0.2 -0.1
H 0.724856 0.920481 1.385251 0.0 0.0 0.0
H -0.658266 0.138399 3.995428 0.0 0.0 0.0
H -1.268909 1.420690 2.930065 0.0 0.0 0.0
H 2.141636 0.542358 3.818272 0.0 -0.1 0.1
H 1.334040 0.737343 5.388978 0.0 0.0 0.0
H 3.066616 2.812746 3.961262 0.1 0.0 0.0
H 3.538688 1.859999 5.376941 0.1 0.0 0.0
H 2.760254 4.176531 6.000797 0.0 0.0 0.1
H 1.738268 2.918642 6.705757 0.0 0.0 0.1
H 1.152369 4.470150 4.145290 0.0 0.1 0.0
H 0.306990 4.666055 5.689198 0.0 0.1 0.0
H -0.976914 3.242368 4.121429 0.0 -0.1 0.1
H -0.499570 2.332012 5.573432 0.0 0.0 0.0
H -2.645163 0.128274 0.496940 0.1 0.2 0.0
H -1.342085 1.321056 0.491274 0.0 0.0 0.0
H -1.564007 -1.115472 -1.337618 0.0 0.0 0.0
H -3.125456 0.708608 -1.919580 -0.1 0.1 0.0
H -1.792109 1.869415 -1.894819 0.0 0.1 0.0
H -2.025846 -0.545311 -3.744954 0.0 0.0 -0.1
H -2.207137 1.151292 -4.222357 0.0 0.0 0.0
H 0.063830 0.306157 -4.758009 0.1 0.0 0.0
H 0.123694 1.608850 -3.548826 0.0 0.0 -0.1
H 2.135055 -1.390860 -2.311565 0.0 0.1 -0.1
H 3.385189 0.597805 -2.310091 0.0 0.1 0.0
H 2.311496 1.362742 -3.483162 0.0 0.1 0.0
H 4.257498 0.924120 -4.836423 0.1 0.0 0.0
H 4.520129 -0.642170 -4.056201 0.1 0.0 0.0
H 3.344999 -1.225652 -6.122042 0.0 0.0 -0.1
H 2.208275 0.108052 -5.892822 0.0 0.0 -0.1
H 0.964038 -1.709020 -4.881617 -0.1 -0.1 0.0
H 2.438821 -2.455972 -4.284032 0.0 -0.1 0.0
H 0.782934 -0.649313 -0.800955 0.1 0.0 0.0
H 0.570968 1.060185 -1.257122 0.0 0.0 0.1
```
Forces are in eV/Å.

Calculated values
Frontier orbital gap, Eh: 0.3302
DFT total energy, eV: -42874.7577
Largest force on an atom, Eh/bohr: 0.0128
Net charge: 0
SMILES: Cc1ccc(C(=O)N(CCN2CCCCC2)C[C@H]2CCCN(C3CCCC3)C2)s1
ΔE to the lowest compared entry with this formula, charge and spin, kcal per mole: 1.64

Mulliken atomic charge list, values in e, 5 entries: -1.227, 0.570, -0.763, -0.390, 0.173


2.
A cluster of 4 separate species, C24H39O9PS3 in total. Source: the Open Molecules 2025 dataset; level of theory: the ωB97M-V functional and the def2-TZVPD basis.

XYZ file:
```
76
Properties=species:S:1:pos:R:3:forces:R:3
O -1.624959 -0.251809 6.143208 0.3 -1.0 -0.5
C -1.457894 -1.207664 5.416311 -0.2 1.2 1.0
C -0.127257 -1.431917 4.701987 -0.2 0.2 0.1
C -0.138723 -1.065672 3.241877 -0.1 0.3 0.3
C 0.079974 -1.909341 2.241936 -0.2 -1.0 -0.7
P 0.416273 -3.688630 2.501598 0.7 -0.3 0.1
S 2.216418 -4.050452 3.125830 -0.1 0.1 0.1
C 0.093168 -1.424238 0.818585 0.0 0.4 -0.1
O -0.353410 -2.087458 -0.093552 0.1 -0.2 0.4
C 0.667262 -0.054351 0.639445 -0.3 -1.1 0.3
C 0.414048 0.831483 1.662772 -0.6 -0.3 0.8
C 0.891711 2.106943 1.588823 -0.5 0.4 0.8
C 1.639989 2.455445 0.504874 0.6 1.5 0.1
C 1.943249 1.599957 -0.516097 0.5 0.0 -0.7
C 2.818435 2.100998 -1.642677 0.2 0.1 0.4
C 4.109435 1.298057 -1.898307 0.1 0.2 -0.1
C 5.335543 1.729424 -1.071710 -0.9 0.0 -0.7
S 5.136977 1.695186 0.704440 2.4 -1.3 1.0
O 4.290579 0.640108 1.141219 -1.5 0.6 -0.6
O 6.460002 1.587830 1.247864 0.5 0.9 -0.3
O 4.594666 3.134859 1.149101 -0.6 -0.3 -0.5
C 1.423349 0.321986 -0.447602 -0.8 -1.2 -1.1
S 1.760018 -0.821153 -1.773847 0.7 -0.1 -0.8
C -0.380147 0.376197 2.849162 -0.1 0.1 0.1
O -1.166289 1.084233 3.443075 0.5 -0.3 -0.2
H -2.294847 -1.930546 5.328508 0.4 -0.1 -0.4
H 0.596091 -0.775800 5.191384 -0.1 0.0 0.1
H 0.217567 -2.454218 4.867417 -0.1 0.0 -0.2
H -0.590395 -4.156912 3.376606 -0.1 0.2 -0.3
H 0.163163 -4.320941 1.269914 -0.4 0.3 0.1
H 0.674867 2.786876 2.400532 0.0 0.2 -0.1
H 2.049791 3.455519 0.447299 0.0 0.1 0.1
H 3.131802 3.111340 -1.359863 -0.1 0.0 -0.1
H 2.222214 2.232737 -2.547613 0.1 -0.4 -0.1
H 4.376908 1.457336 -2.945810 0.1 -0.1 0.0
H 3.994020 0.223507 -1.779872 -0.2 0.1 0.1
H 6.136124 1.022390 -1.282944 0.1 0.0 0.4
H 5.694607 2.703064 -1.406771 -0.1 0.2 0.4
H 5.361703 3.724039 1.190033 0.1 0.0 0.1
H 0.621261 -1.467357 -2.091248 -0.1 0.4 0.6
C -3.835828 4.141857 4.740582 -0.1 0.2 -0.1
C -4.565446 2.850732 5.079804 0.6 -0.1 -0.1
C -3.728135 1.966620 5.988770 -0.2 0.0 0.1
O -4.877864 2.144816 3.877989 -0.3 0.0 0.0
H -2.902224 3.927055 4.213031 0.0 -0.1 0.1
H -4.443429 4.762979 4.080611 0.0 0.0 0.0
H -3.602858 4.713423 5.640660 0.0 0.0 0.0
H -5.515342 3.084084 5.563657 -0.1 -0.1 -0.2
H -2.796341 1.688403 5.497249 0.0 0.1 0.0
H -4.257598 1.041356 6.218183 0.0 0.0 0.0
H -3.489237 2.472281 6.926277 0.0 0.0 0.0
H -4.044907 1.933771 3.441942 0.1 0.0 0.0
C -3.000836 -3.372578 -3.346584 0.0 0.1 -0.2
C -1.909239 -4.431349 -3.299304 -0.3 0.1 0.5
C -2.356368 -5.651128 -2.508282 0.1 -0.2 -0.1
O -0.730505 -3.881695 -2.713106 0.2 0.0 -0.2
H -3.246402 -3.028008 -2.338264 0.0 -0.1 0.0
H -2.664110 -2.501493 -3.910655 0.0 0.0 0.0
H -3.908787 -3.759355 -3.812096 0.0 0.0 0.0
H -1.644429 -4.729966 -4.314574 0.1 0.0 0.0
H -2.582542 -5.376479 -1.473993 -0.1 0.1 0.0
H -1.562492 -6.398154 -2.476544 0.0 0.0 -0.1
H -3.245221 -6.105410 -2.948931 0.0 0.0 0.0
H -0.945514 -3.613480 -1.811394 0.0 0.0 0.0
C -0.537698 1.243371 -5.222374 0.0 0.2 0.1
C 0.667268 1.263397 -6.151328 -0.2 -0.6 0.2
C 0.610591 0.120796 -7.153724 0.1 0.1 -0.2
O 1.867557 1.174310 -5.384542 0.2 0.3 -0.1
H -0.564533 0.313239 -4.647351 0.0 -0.1 -0.1
H -0.481262 2.062987 -4.504507 0.0 0.0 0.0
H -1.470678 1.333333 -5.781216 0.0 0.0 0.0
H 0.705082 2.215402 -6.682675 0.1 0.0 0.1
H 0.618241 -0.843680 -6.638230 -0.1 0.0 0.1
H 1.482929 0.142646 -7.807845 0.0 0.1 0.0
H -0.288428 0.178042 -7.769471 0.0 0.0 0.0
H 1.849291 0.336822 -4.907648 0.0 0.0 0.1
```
Forces are in eV/Å.

Calculated values
Frontier orbital gap, Eh: 0.2784
DFT total energy, eV: -85741.0436
Largest force on an atom, Eh/bohr: 0.0558
Net charge: 0
SMILES: O=CCC1=C([PH2]=S)C(=O)c2c(ccc(CCCS(=O)(=O)O)c2S)C1=O.CC(C)O.CC(C)O.CC(C)O

Mulliken atomic charge list, values in e, 5 entries: -0.451, -0.052, -0.842, 0.346, 0.106


3.
A structure of composition C24H40AgF6O24PS4. Source: the Open Molecules 2025 dataset; level of theory: the ωB97M-V functional and the def2-TZVPD basis.

XYZ file:
```
100
Properties=species:S:1:pos:R:3:forces:R:3
Ag -2.444126 -4.638075 -10.770114 0.4 0.2 0.3
P 0.696334 -5.164987 -7.004763 -0.6 -0.4 -0.7
F 2.295420 -5.462342 -6.896597 -0.3 -2.0 1.7
F 1.264285 -3.734612 -7.315393 -0.9 2.8 0.0
F 0.802593 -5.502473 -8.586766 -0.3 0.2 -1.2
F -0.846029 -4.659867 -7.213843 -0.6 -0.4 -1.4
F 0.266369 -6.755037 -6.901149 0.3 1.1 1.5
F 0.290769 -4.769189 -5.448571 2.2 -1.3 -0.2
O -4.557541 -1.343551 -9.158120 -0.6 4.2 1.4
C -4.718390 -0.186028 -8.627031 1.8 -7.5 -0.4
O -5.504697 0.690752 -9.111012 -1.4 2.2 -1.5
C -5.520580 1.896298 -8.304293 1.0 -0.2 0.3
C -4.292102 1.659992 -7.400227 1.1 2.0 0.7
C -4.076303 0.181262 -7.311287 -1.7 0.5 0.1
H -6.533632 1.984070 -7.911712 0.3 -0.4 0.8
H -5.372850 2.846512 -8.817472 0.1 -0.5 -0.9
H -4.418424 2.217283 -6.472023 0.0 -0.4 0.3
H -3.353087 2.039420 -7.803219 -0.4 0.7 -0.7
H -4.740027 -0.013942 -6.468990 0.0 -1.4 -0.1
H -3.097091 -0.282920 -7.193896 -0.1 0.5 0.0
O -0.951141 -8.237625 -12.627709 1.1 -2.1 1.3
C -0.373878 -9.234482 -12.166590 -1.5 2.6 -2.3
O -0.917338 -10.452713 -12.246744 -1.0 1.5 -0.3
C -0.085980 -11.382101 -11.637147 0.7 -1.8 -0.5
C 1.326996 -10.782359 -11.700277 0.8 0.5 2.0
C 0.975770 -9.292958 -11.512085 -1.0 0.3 -0.9
H -0.294572 -12.295298 -12.194519 0.6 -0.2 0.0
H -0.433456 -11.583153 -10.623759 0.3 0.3 0.3
H 2.028480 -10.942045 -12.519136 -0.9 -0.1 -0.7
H 1.941974 -11.146910 -10.877470 -0.3 -0.1 0.4
H 1.587170 -8.506999 -11.955413 0.2 -0.4 0.1
H 0.619819 -8.914255 -10.553968 0.9 -0.5 0.9
O -2.884457 -11.519576 -6.489849 -0.4 -0.8 3.0
C -2.725046 -11.715201 -5.286917 0.5 -0.1 -2.4
O -3.433491 -12.607847 -4.498277 -2.4 0.4 -5.1
C -3.107820 -12.540934 -3.194295 0.4 0.0 1.1
C -1.716013 -12.098666 -3.318244 3.3 0.1 3.7
C -1.559593 -11.178082 -4.451671 -2.3 -0.3 -0.7
H -3.281872 -13.513406 -2.733739 0.1 0.1 0.1
H -3.664773 -11.759492 -2.677335 -0.5 -0.1 0.2
H -0.934757 -12.841269 -3.480338 -0.5 -0.7 0.6
H -1.553516 -11.585024 -2.370675 1.0 -0.1 0.2
H -0.650500 -11.388729 -5.014926 -0.1 1.1 0.1
H -1.863479 -10.190173 -4.105559 0.8 0.5 -0.7
O -0.013770 -1.628275 -11.448339 -0.9 -1.1 -0.4
C 0.825279 -0.779242 -11.423551 -1.5 0.8 1.7
O 1.767280 -0.668649 -12.283087 2.4 -0.1 -3.4
C 2.802360 0.299525 -11.970780 -0.5 0.0 0.9
C 2.164760 1.113007 -10.875041 -1.0 0.2 2.3
C 0.962792 0.275597 -10.379158 0.3 0.0 0.1
H 3.046944 1.054021 -12.718441 -0.2 -1.0 -0.9
H 3.671173 -0.298115 -11.694918 0.1 0.3 0.0
H 1.850518 2.094174 -11.230935 0.1 -0.1 0.1
H 2.727825 1.206378 -9.946419 0.7 0.6 -0.5
H 0.023238 0.783883 -10.162384 0.1 0.1 -0.2
H 1.215224 -0.301133 -9.489353 0.1 0.2 0.3
C 5.574119 -3.237760 -9.540854 0.2 -2.8 0.3
C 6.425407 -4.092356 -8.519342 -1.8 0.7 -0.4
O 7.687306 -4.132723 -9.052207 2.9 -0.6 -2.3
S 7.631149 -4.328596 -10.747375 -0.3 0.4 -0.8
O 7.270677 -5.701490 -11.201981 0.5 3.6 1.9
O 8.766321 -3.687523 -11.447470 -2.9 -1.4 2.4
O 6.305461 -3.273357 -10.774418 1.2 -0.7 -0.5
H 5.340812 -2.244486 -9.157332 0.3 0.0 -0.6
H 4.715043 -3.897135 -9.664538 -0.6 0.9 -0.2
H 6.078449 -5.120253 -8.413704 -0.5 0.2 0.1
H 6.339766 -3.541574 -7.582644 0.8 -0.4 0.2
C 6.268179 -10.521839 -8.572680 0.5 -2.0 1.5
C 5.656651 -9.240465 -8.070711 0.0 1.6 0.5
O 6.547136 -8.651741 -7.027010 -0.3 -1.1 -0.9
S 7.875160 -9.516510 -6.832310 2.8 0.8 -0.8
O 8.147169 -9.851538 -5.451515 -1.2 0.0 -1.9
O 8.955468 -8.798125 -7.529738 -2.3 -1.8 0.9
O 7.360247 -10.855243 -7.698733 1.3 2.0 1.7
H 6.664550 -10.547258 -9.587734 -0.4 0.4 0.0
H 5.665653 -11.392592 -8.314105 -0.7 0.2 -1.0
H 4.704790 -9.224671 -7.539854 0.0 -0.8 -0.3
H 5.544239 -8.613168 -8.954996 0.3 0.7 0.4
C -3.784660 -5.220636 -1.972182 2.5 -0.5 -0.1
C -4.167077 -5.747651 -3.385555 -0.6 -0.1 1.0
O -5.549999 -6.028111 -3.183737 -2.3 -0.7 1.0
S -5.805569 -6.718678 -1.644606 -1.5 -2.2 -0.1
O -5.414201 -8.153619 -1.664301 -0.7 3.6 -0.3
O -7.124775 -6.426801 -0.992998 4.2 -0.1 -2.5
O -4.632735 -5.856767 -1.047706 -1.0 -0.3 1.3
H -3.692005 -4.177746 -1.669050 -1.0 0.4 -1.0
H -2.782330 -5.551625 -1.700359 0.2 -0.4 -0.3
H -3.749041 -6.710219 -3.680188 0.8 0.1 0.5
H -4.015538 -5.080599 -4.234184 -0.4 0.3 0.4
C 3.489364 -7.789323 -2.089878 -2.1 0.2 -1.4
C 3.316391 -9.151099 -2.753970 -0.3 -0.1 -0.3
O 3.736940 -10.084072 -1.817078 1.5 -1.3 3.9
S 4.689057 -9.397022 -0.579309 -1.3 0.0 -1.7
O 6.008137 -9.989577 -0.577414 -2.1 1.2 -0.2
O 3.923884 -9.260416 0.636950 0.9 -0.4 -1.4
O 4.624431 -7.963840 -1.383460 4.0 -0.5 2.5
H 2.711800 -7.457977 -1.401619 -0.6 -0.4 -0.1
H 3.595764 -6.995570 -2.829287 0.4 -0.1 0.0
H 4.058494 -9.336280 -3.530561 -0.6 0.8 -0.9
H 2.294793 -9.457473 -2.978855 0.1 0.5 -0.5
```
Forces are in eV/Å.

Calculated values
Frontier orbital gap, Eh: 0.2417
DFT total energy, eV: -147603.7391
Largest force on an atom, Eh/bohr: 0.1501
Net charge: 0

Mulliken atomic charge list, values in e, 5 entries: 1.000, 1.223, -0.376, -0.336, -0.381